No. 1
This record from the OMol25 dataset describes an isolated ion of composition C5H13NO and charge +1 at a distorted geometry. The level of theory is the ωB97M-V functional and the def2-TZVPD basis.

Each line ends with the Löwdin spin population.
CARTESIAN COORDINATES (ANGSTROEM)
1 O 0.040 -1.236 3.275  0.0424
2 N -0.099 -1.417 0.896  0.6139
3 C -1.325 1.090 -0.537  0.0024
4 C 0.372 -1.049 -0.404  0.1000
5 C 0.725 0.980 -2.012  0.0193
6 C 0.185 0.470 -0.698  0.0856
7 C 0.234 -0.486 2.018  0.0508
8 H -0.037 -1.623 -1.257  0.0009
9 H -0.398 0.369 2.119  0.0258
10 H 1.369 1.917 -1.958  0.0064
11 H 1.313 -0.137 1.857  0.0036
12 H -1.939 0.657 -1.312  0.0000
13 H 0.340 -2.180 3.038  0.0001
14 H 1.510 -1.315 -0.552  0.0242
15 H 0.702 1.040 0.131  -0.0009
16 H -1.434 2.204 -0.570  0.0017
17 H 1.341 0.326 -2.421  0.0026
18 H -1.750 0.749 0.352  0.0005
19 H -1.074 -1.477 0.790  0.0196
20 H -0.076 1.117 -2.755  0.0011

Atoms 1-3, force components in eV/Å:
0.9 -1.1 -2.9
0.3 4.0 -0.8
1.6 -0.9 -1.3

- Kohn-Sham gap (spin up / spin down) (eV) = 12.48 / 6.51
- charge = +1
- energy relative to the best compared isomer or geometry (same formula, charge and spin) (eV) = 3.0543
- calculated total energy (Eh) = -327.9031
- 2S+1 = 2
- <S²> = 0.75



No. 2
This record from the OMol25 dataset describes an isolated ion of composition C5H13NO and charge +1 at a distorted geometry. The level of theory is the ωB97M-V functional and the def2-TZVPD basis.

Each line ends with the Löwdin spin population.
CARTESIAN COORDINATES (ANGSTROEM)
1 O -0.363 -0.461 2.546  0.0147
2 N 1.209 -0.032 -1.178  0.6614
3 C 0.153 0.990 -0.946  0.0653
4 C 1.717 -0.244 -2.470  0.0938
5 C -2.091 -0.576 0.589  0.0021
6 C 0.041 0.887 0.542  -0.0018
7 C -0.595 -0.471 1.070  0.0193
8 H 0.942 0.962 1.179  -0.0008
9 H 2.777 -0.285 -2.473  0.0029
10 H -2.131 -0.770 -0.523  0.0002
11 H 0.552 1.885 -1.340  0.0321
12 H -2.618 -1.410 1.232  -0.0001
13 H -0.750 0.708 -1.587  0.0129
14 H 1.416 0.581 -3.050  0.0253
15 H -0.586 1.704 0.823  -0.0003
16 H 1.933 0.103 -0.470  0.0137
17 H 1.088 -1.169 -2.842  0.0480
18 H 0.135 -1.132 0.617  0.0104
19 H -1.012 -1.083 2.802  0.0001
20 H -2.659 0.302 0.803  0.0005

Atoms 1-3, force components in eV/Å:
0.0 0.8 -3.5
0.9 2.5 -0.4
-0.2 -3.8 0.3

- Kohn-Sham gap (spin up / spin down) (eV) = 11.09 / 6.27
- charge = +1
- energy relative to the best compared isomer or geometry (same formula, charge and spin) (eV) = 2.4351
- calculated total energy (Eh) = -327.9258
- 2S+1 = 2
- <S²> = 0.75



No. 3
This record from the OMol25 dataset describes a 3-piece molecular cluster, C5H13NO2 overall at a distorted geometry. The level of theory is the ωB97M-V functional and the def2-TZVPD basis.

Each line ends with the Löwdin spin population.
CARTESIAN COORDINATES (ANGSTROEM)
1 O -1.167 2.092 0.746  0.0386
2 O 0.747 -0.347 2.435  0.0290
3 N 1.183 -0.559 -0.474  0.0334
4 C -0.053 0.060 -0.857  0.1440
5 C -1.340 -0.379 -0.150  0.1322
6 C -0.254 1.008 -1.816  0.2165
7 C -1.661 -1.201 0.845  0.1978
8 C 2.215 -0.949 -1.411  0.0347
9 H 1.115 -0.718 1.631  0.0081
10 H -1.023 -1.926 1.217  0.0203
11 H 0.622 0.586 2.126  0.0092
12 H -2.677 -1.103 1.154  0.0304
13 H -2.081 0.084 -0.784  -0.0004
14 H 0.396 1.326 -2.567  0.0350
15 H 1.738 -1.398 -2.293  0.0051
16 H -1.180 1.429 -1.891  0.0227
17 H -1.563 1.749 1.512  0.0162
18 H -0.282 1.976 0.655  0.0131
19 H 3.005 -0.123 -1.754  0.0038
20 H 2.779 -1.743 -0.852  0.0075
21 H 0.794 -1.412 0.055  0.0026

Atoms 1-3, force components in eV/Å:
-4.0 2.9 -1.1
0.1 1.5 0.3
-1.6 -0.8 1.9

- Kohn-Sham gap (spin up / spin down) (eV) = 3.35 / 7.12
- charge = -1
- energy relative to the best compared isomer or geometry (same formula, charge and spin) (eV) = 3.9786
- calculated total energy (Eh) = -403.3957
- 2S+1 = 2
- <S²> = 0.76



No. 4
This record from the OMol25 dataset describes a 3-piece molecular cluster, C5H13NO2 overall at a distorted geometry. The level of theory is the ωB97M-V functional and the def2-TZVPD basis.

Each line ends with the Mulliken charge.
CARTESIAN COORDINATES (ANGSTROEM)
1 O 3.068 0.533 1.335  -0.7243
2 O 2.999 -0.555 -0.932  -1.0198
3 N 0.392 0.214 -1.541  -0.4222
4 C -0.303 -0.036 -0.426  0.6595
5 C -4.006 0.239 0.436  -1.2118
6 C 0.422 -0.482 0.783  -1.3701
7 C -2.554 0.008 0.602  0.1733
8 C -1.698 0.228 -0.405  -0.3559
9 H -4.560 -0.698 0.515  0.3102
10 H 0.319 -0.570 -2.193  0.3434
11 H 3.815 -0.797 -1.374  0.1263
12 H -4.414 0.935 1.161  0.3360
13 H -2.169 -0.316 1.564  0.3463
14 H 0.653 0.353 1.448  0.3250
15 H 1.382 -0.911 0.488  0.3694
16 H 1.398 0.279 -1.295  0.3835
17 H -2.144 0.618 -1.315  0.3060
18 H 3.936 0.873 1.558  0.2708
19 H -0.158 -1.239 1.315  0.4259
20 H -4.214 0.666 -0.547  0.3143
21 H 3.161 0.089 0.384  0.4142

Atoms 1-3, force components in eV/Å:
0.0 -0.1 -0.2
-0.6 0.2 -0.1
0.3 -0.5 0.7

- Kohn-Sham gap (eV) = 5.98
- energy relative to the best compared isomer or geometry (same formula, charge and spin) (eV) = 3.8885
- calculated total energy (Eh) = -403.4337
- 2S+1 = 1



No. 5
This record from the OMol25 dataset describes a 2-piece molecular cluster, C5H13NO2 overall at a distorted geometry. The level of theory is the ωB97M-V functional and the def2-TZVPD basis.

Each line ends with the Mulliken charge.
CARTESIAN COORDINATES (ANGSTROEM)
1 O -2.876 0.953 -1.138  -0.4788
2 O 1.122 3.215 -0.126  -0.6569
3 N -0.209 -0.872 -1.257  -0.3365
4 C -2.201 0.109 -1.679  0.0774
5 C 0.172 -1.364 1.284  -0.4245
6 C 0.513 -0.639 0.020  -0.0827
7 C -0.698 0.366 -1.891  0.0963
8 C 0.922 -0.775 2.506  -1.1340
9 H 1.656 -0.749 -0.244  0.2656
10 H -0.937 -1.424 1.369  0.2581
11 H -0.291 1.339 -1.265  -0.3821
12 H 0.431 -2.467 1.027  0.2390
13 H 1.964 -0.828 2.321  0.3562
14 H 0.294 0.455 0.278  -0.2696
15 H -2.449 -0.998 -1.920  0.2787
16 H 0.606 0.216 2.566  0.3642
17 H 1.065 2.287 0.245  0.3921
18 H 0.462 -1.191 3.468  0.3118
19 H 0.407 -1.572 -1.903  0.2672
20 H 0.481 3.237 -0.835  0.3323
21 H -0.435 0.703 -2.826  0.5261

Atoms 1-3, force components in eV/Å:
-0.5 -1.2 -0.5
0.2 -1.6 0.9
2.7 -2.2 -1.4

- Kohn-Sham gap (eV) = 10.12
- energy relative to the best compared isomer or geometry (same formula, charge and spin) (eV) = 3.6739
- calculated total energy (Eh) = -403.4416
- 2S+1 = 1



No. 6
This record from the OMol25 dataset describes C5H13NO2 as an isolated structure at a distorted geometry. The level of theory is the ωB97M-V functional and the def2-TZVPD basis.

Each line ends with the Mulliken charge.
CARTESIAN COORDINATES (ANGSTROEM)
1 O -0.452 0.161 0.697  -0.3405
2 O -0.509 -0.270 -1.782  -0.5213
3 N 0.960 -1.418 -0.478  -0.9760
4 C -1.491 -1.945 -0.397  -1.3713
5 C 1.309 0.579 1.041  -0.1106
6 C 1.890 1.391 -0.073  -0.9700
7 C -1.426 1.189 0.598  -0.8232
8 C -0.307 -1.032 -0.642  1.0627
9 H -1.469 -2.307 0.631  0.3051
10 H 1.130 1.997 -0.564  0.2736
11 H -2.411 0.792 0.865  0.2372
12 H -2.426 -1.410 -0.567  0.3523
13 H 2.354 0.748 -0.818  0.2727
14 H -1.181 1.985 1.311  0.3290
15 H 0.375 -0.089 -2.128  0.3980
16 H -1.439 -2.791 -1.084  0.3725
17 H 2.648 2.066 0.342  0.3881
18 H -1.445 1.601 -0.416  0.3373
19 H 0.955 1.172 1.882  0.2884
20 H 1.911 -0.248 1.386  0.3270
21 H 1.025 -2.172 0.199  0.1688

Atoms 1-3, force components in eV/Å:
1.9 0.2 0.7
-0.3 0.3 0.5
-1.2 0.1 -0.3

- Kohn-Sham gap (eV) = 8.91
- energy relative to the best compared isomer or geometry (same formula, charge and spin) (eV) = 4.3306
- calculated total energy (Eh) = -403.4175
- 2S+1 = 1



No. 7
This record from the OMol25 dataset describes a 3-piece molecular cluster, C5H13NO2 overall at a distorted geometry. The level of theory is the ωB97M-V functional and the def2-TZVPD basis.

Each line ends with the Mulliken charge.
CARTESIAN COORDINATES (ANGSTROEM)
1 O 2.130 1.300 1.172  -0.6184
2 O 1.192 -2.632 1.823  -0.6410
3 N -1.197 -1.156 0.158  -0.3721
4 C -1.303 2.133 0.968  -0.6583
5 C -0.458 0.029 0.007  0.6410
6 C -0.714 0.957 1.138  -0.5733
7 C 0.072 0.340 -1.189  -0.1285
8 C -0.063 -0.401 -2.474  -1.3156
9 H -1.188 -1.791 -0.617  0.0935
10 H -1.677 2.370 -0.001  0.3135
11 H -1.814 -1.345 0.921  0.2304
12 H 2.026 1.907 0.477  0.2972
13 H 2.568 0.601 0.682  0.3145
14 H 0.253 -2.477 1.937  0.3019
15 H -0.344 -1.441 -2.292  0.3407
16 H 1.218 -2.816 0.884  0.3057
17 H -1.182 2.970 1.638  0.3003
18 H -0.231 0.723 2.081  0.2953
19 H 0.652 1.236 -1.139  0.3110
20 H 0.886 -0.464 -3.008  0.3084
21 H -0.826 -0.042 -3.166  0.2538

Atoms 1-3, force components in eV/Å:
0.7 -1.1 1.0
0.0 -0.1 0.1
0.8 -0.2 -0.3

- Kohn-Sham gap (eV) = 8.68
- energy relative to the best compared isomer or geometry (same formula, charge and spin) (eV) = 2.6870
- calculated total energy (Eh) = -403.4779
- 2S+1 = 1



No. 8
This record from the OMol25 dataset describes a 2-piece molecular cluster, C5H13NO2 overall at a distorted geometry. The level of theory is the ωB97M-V functional and the def2-TZVPD basis.

Each line ends with the Mulliken charge.
CARTESIAN COORDINATES (ANGSTROEM)
1 O 0.059 1.394 2.126  -0.4689
2 O 0.235 1.393 -0.091  -0.5250
3 N 0.886 -1.386 -1.529  -0.3389
4 C 1.279 -2.782 -1.611  -0.1784
5 C -2.640 1.172 0.059  -0.9959
6 C 2.261 -3.031 -0.402  -0.9526
7 C -1.813 2.261 0.724  -0.2368
8 C -0.394 1.697 0.881  0.4169
9 H 0.942 -1.136 -0.556  0.0864
10 H 1.907 -2.993 -2.474  0.2649
11 H 0.536 -3.570 -1.439  0.2042
12 H 2.170 -2.270 0.373  0.2573
13 H -3.692 1.156 0.349  0.3384
14 H -2.777 1.385 -1.005  0.2521
15 H 2.146 -4.025 0.025  0.2977
16 H 0.342 -0.927 -2.241  0.1570
17 H -2.290 2.685 1.607  0.3199
18 H -1.644 3.109 0.061  0.2377
19 H 0.970 1.097 2.082  0.3388
20 H -2.235 0.200 0.326  0.3080
21 H 3.284 -3.034 -0.759  0.2174

Atoms 1-3, force components in eV/Å:
-1.2 0.9 0.2
0.5 0.2 -0.4
0.8 -1.3 0.1

- Kohn-Sham gap (eV) = 9.17
- energy relative to the best compared isomer or geometry (same formula, charge and spin) (eV) = 1.5616
- calculated total energy (Eh) = -403.5192
- 2S+1 = 1



No. 9
This record from the OMol25 dataset describes a 2-piece molecular cluster, C5H13NO2 overall at a distorted geometry. The level of theory is the ωB97M-V functional and the def2-TZVPD basis.

Each line ends with the Mulliken charge.
CARTESIAN COORDINATES (ANGSTROEM)
1 O -2.228 -1.030 0.364  -0.4568
2 O -5.573 1.471 -2.226  -0.6389
3 N 0.206 0.821 1.699  -0.6047
4 C -1.138 -1.031 0.871  -0.2734
5 C 1.951 0.769 -0.739  -1.2559
6 C 2.050 -1.506 0.312  -1.6191
7 C 1.102 -0.480 -0.297  0.6295
8 C -0.144 0.058 0.494  0.0553
9 H -5.582 1.735 -1.298  0.3186
10 H 2.913 0.724 -0.220  0.3009
11 H -4.664 1.167 -2.358  0.3202
12 H 2.855 -1.805 -0.349  0.4222
13 H 0.500 0.142 2.394  0.2493
14 H 1.439 -2.366 0.620  0.3510
15 H -0.624 0.706 -0.242  0.3359
16 H 0.786 -0.906 -1.260  0.2811
17 H -0.895 -1.624 1.784  0.2943
18 H 1.431 1.672 -0.384  0.3131
19 H 0.846 1.567 1.456  0.3020
20 H 2.138 1.033 -1.779  0.3049
21 H 2.633 -1.115 1.156  0.3704

Atoms 1-3, force components in eV/Å:
0.0 -0.9 0.0
0.4 0.0 0.1
-1.1 -0.8 -0.6

- Kohn-Sham gap (eV) = 10.27
- energy relative to the best compared isomer or geometry (same formula, charge and spin) (eV) = 2.0507
- calculated total energy (Eh) = -403.5013
- 2S+1 = 1



No. 10
This record from the OMol25 dataset describes the molecule C5H13NO2 at a distorted geometry. The level of theory is the ωB97M-V functional and the def2-TZVPD basis.

Each line ends with the Mulliken charge.
CARTESIAN COORDINATES (ANGSTROEM)
1 O 0.570 2.214 1.221  -0.6361
2 O 1.542 -1.877 -2.369  -0.5621
3 N 0.689 -1.362 -0.266  -0.3901
4 C -1.748 2.021 0.615  -1.3451
5 C -0.472 0.079 1.451  -1.1908
6 C -0.572 -1.140 0.465  -0.5849
7 C 0.406 -1.357 -1.746  -0.2389
8 C -0.363 1.336 0.600  0.8330
9 H -1.840 2.747 1.350  0.3898
10 H -0.476 -1.830 -2.128  0.3601
11 H -2.658 1.319 0.675  0.3011
12 H -1.859 2.456 -0.417  0.3221
13 H 1.815 -2.767 -1.911  0.3381
14 H -1.219 0.087 2.239  0.4261
15 H -0.620 -2.045 1.093  0.3269
16 H -1.477 -1.043 -0.149  0.2864
17 H 0.126 1.149 -0.334  0.1001
18 H 0.371 -0.300 -1.994  0.2379
19 H 1.366 -0.614 -0.013  0.2677
20 H 0.447 0.027 2.102  0.4183
21 H 0.793 2.017 2.225  0.3404

Atoms 1-3, force components in eV/Å:
1.5 0.7 2.8
1.2 -2.4 0.4
-1.3 0.3 -1.1

- Kohn-Sham gap (eV) = 10.01
- energy relative to the best compared isomer or geometry (same formula, charge and spin) (eV) = 2.9547
- calculated total energy (Eh) = -403.4680
- 2S+1 = 1



No. 11
This record from the OMol25 dataset describes the molecule C5H13NO2 at a distorted geometry. The level of theory is the ωB97M-V functional and the def2-TZVPD basis.

Each line ends with the Mulliken charge.
CARTESIAN COORDINATES (ANGSTROEM)
1 O 0.918 2.823 -1.724  -0.5393
2 O -1.129 -0.400 2.257  -0.6037
3 N 1.383 0.763 -0.689  -0.2295
4 C -0.996 -0.823 0.923  0.6798
5 C 0.502 -1.229 0.691  -0.6378
6 C -2.030 -1.902 0.525  -1.3047
7 C 1.105 -0.646 -0.584  -0.7531
8 C 0.375 1.565 -1.427  -0.0755
9 H -0.575 1.838 -0.935  0.1743
10 H 0.431 -0.890 -1.418  0.2723
11 H 0.979 -0.950 1.625  0.2947
12 H -1.176 -1.003 2.996  0.3108
13 H 1.865 2.634 -1.730  0.3168
14 H -1.685 -2.444 -0.349  0.3470
15 H 0.219 0.939 -2.310  0.2689
16 H 0.655 -2.306 0.589  0.3359
17 H 1.972 -1.307 -0.774  0.2627
18 H 1.808 1.133 0.150  0.2351
19 H -3.035 -1.520 0.359  0.3470
20 H -1.208 0.139 0.427  -0.0357
21 H -2.163 -2.596 1.361  0.3339

Atoms 1-3, force components in eV/Å:
0.6 -0.2 0.0
-0.6 1.5 0.9
-0.4 0.2 -0.2

- Kohn-Sham gap (eV) = 9.87
- energy relative to the best compared isomer or geometry (same formula, charge and spin) (eV) = 2.1273
- calculated total energy (Eh) = -403.4984
- 2S+1 = 1



No. 12
This record from the OMol25 dataset describes a 3-piece molecular cluster, C5H13NO2 overall at a distorted geometry. The level of theory is the ωB97M-V functional and the def2-TZVPD basis.

Each line ends with the Mulliken charge.
CARTESIAN COORDINATES (ANGSTROEM)
1 O 3.490 -1.876 -0.209  -0.6385
2 O 1.950 5.643 1.105  -0.6447
3 N -0.713 2.062 0.756  -0.5541
4 C -1.520 0.861 0.609  -0.5424
5 C -0.821 -0.296 -0.049  -0.0857
6 C -0.963 -3.704 -1.301  -0.7346
7 C -0.641 -2.423 -1.319  -0.2036
8 C -1.368 -1.395 -0.555  -0.3878
9 H 3.823 -2.552 0.387  0.3191
10 H -2.404 1.160 0.041  0.3192
11 H 0.170 -2.079 -1.948  0.3329
12 H 0.276 -0.227 -0.006  0.2523
13 H 1.412 6.401 1.347  0.3207
14 H -0.310 2.333 -0.127  0.2279
15 H -0.005 2.045 1.478  0.2323
16 H -2.451 -1.439 -0.659  0.3228
17 H -0.461 -4.519 -1.799  0.2881
18 H 1.350 4.902 0.990  0.3238
19 H -1.892 0.581 1.588  0.3037
20 H 2.777 -1.410 0.245  0.3189
21 H -1.700 -4.068 -0.573  0.2297

Atoms 1-3, force components in eV/Å:
-0.1 0.2 -0.2
0.3 0.0 0.0
-0.2 0.4 0.0

- Kohn-Sham gap (eV) = 9.65
- energy relative to the best compared isomer or geometry (same formula, charge and spin) (eV) = 2.6804
- calculated total energy (Eh) = -403.4781
- 2S+1 = 1



Question: What is the energy relative to the best compared isomer or geometry (same formula, charge and spin) in the twelfth record?
Answer: 2.6804 eV